Entry 1:
One molecule with the formula C6H6Br2N2O2 at a distorted geometry. Source: the Open Molecules 2025 dataset; level of theory: ωB97M-V/def2-TZVPD.

Values from the calculation:
HOMO (spin up / spin down) = -7.86 / -7.87 eV
SMILES = N/C=C(Br)/C=C\C=C(/Br)[N+](=O)[O-]
orbital gap (spin up / spin down) = 6.52 / 6.52 eV
LUMO (spin up / spin down) = -1.3 / -1.3 eV

Geometry as XYZ:
```
18
Properties=species:S:1:pos:R:3:forces:R:3
N 0.69897 2.67254 -0.11797 0.235 -0.420 0.290
C 0.23793 1.39447 -0.30778 -3.076 5.474 -2.728
C -0.93436 1.16923 -1.06024 1.145 -0.154 2.190
Br -1.94153 2.76096 -1.39366 -0.318 -0.526 -0.231
C -1.44093 -0.11193 -1.35168 -0.281 0.208 -0.831
C -0.86966 -1.36122 -1.04672 -2.081 0.041 -2.787
C 0.01708 -1.78453 -0.09861 0.684 1.009 3.333
C 0.31294 -1.15180 1.13324 -0.657 -1.778 -1.141
Br -0.63880 0.11509 2.16264 -0.157 -0.187 -1.142
N 1.30221 -1.77951 1.95225 1.266 0.340 -0.621
O 2.10712 -2.55469 1.46058 -0.273 -0.790 -0.890
O 1.42731 -1.37950 3.07224 -0.004 0.255 2.147
H 0.09374 3.51344 -0.24495 0.997 -1.305 0.073
H 1.71067 2.76170 0.05888 -1.217 0.252 0.090
H 0.97354 0.73724 -0.20058 2.472 -3.230 0.713
H -2.32701 0.01775 -2.04208 1.064 -0.985 0.673
H -1.11358 -2.21299 -1.74459 -0.277 1.216 0.669
H 0.38437 -2.80624 -0.23098 0.477 0.579 0.193
```
Positions in Å, forces in eV/Å.

---

Entry 2:
C48H31N13STi as an isolated structure. Source: the Open Molecules 2025 dataset; level of theory: ωB97M-V/def2-TZVPD.

Values from the calculation:
HOMO = -6.01 eV
orbital gap = 5.04 eV
LUMO = -1.0 eV

Geometry as XYZ:
```
94
Properties=species:S:1:pos:R:3:forces:R:3
Ti 0.53919 0.22765 0.08510 -0.221 0.645 -0.714
C 5.92845 -3.65610 -0.31977 -0.042 -0.005 0.035
C 5.29658 -4.38643 0.69264 -0.005 0.041 -0.026
C 4.06755 -3.98765 1.19377 0.061 -0.032 -0.013
C 3.49902 -2.84818 0.64683 -0.163 -0.101 0.185
C 2.24975 -2.15509 0.97700 0.115 0.081 -0.201
N 2.11099 -1.06084 0.23470 0.215 -0.103 0.024
C 3.23976 -0.97633 -0.74059 0.041 0.190 0.245
N 3.99885 0.23839 -0.65682 -0.132 -0.233 -0.115
C 3.45232 1.32407 -0.30076 -0.265 0.251 0.247
C 4.18665 2.60585 -0.37056 0.085 -0.250 -0.071
C 5.51217 2.86979 -0.66851 0.039 0.036 0.008
C 5.89458 4.20230 -0.72444 -0.036 0.009 0.009
C 4.97074 5.22947 -0.49815 0.006 -0.044 0.000
C 3.64385 4.94889 -0.20791 0.063 0.018 0.019
C 3.27861 3.61328 -0.15105 -0.259 0.079 -0.003
C 1.97653 2.98252 0.13105 0.192 -0.035 0.048
N 0.93526 3.69674 0.36510 -0.196 -0.081 0.114
C -0.22548 3.13138 0.82755 0.054 0.179 -0.245
N -0.43676 1.82003 1.02836 -0.014 -0.294 0.447
C -1.64942 1.68102 1.70034 0.193 0.227 -0.160
N -2.07682 0.56548 2.28718 -0.031 -0.102 -0.002
C -1.41336 -0.53319 2.30196 0.160 0.080 -0.109
N -0.15563 -0.80848 1.66273 -0.046 -0.297 0.189
C 0.28301 -2.01172 2.13725 0.011 0.233 -0.116
N 1.41116 -2.64378 1.87580 -0.078 -0.027 0.059
C -0.71517 -2.58227 3.02206 0.091 -0.270 0.110
C -0.73001 -3.79851 3.70407 0.032 0.068 -0.050
C -1.84078 -4.08373 4.46937 -0.124 0.081 0.022
C -2.90853 -3.16896 4.55552 0.071 -0.107 0.023
C -2.88523 -1.96269 3.88635 0.045 0.054 -0.066
C -1.76214 -1.68079 3.10656 -0.221 -0.013 0.105
C -2.25305 2.95673 1.81681 -0.124 -0.146 0.098
C -3.46889 3.39539 2.37642 0.002 0.043 -0.018
C -3.73803 4.73845 2.34943 0.038 0.017 -0.024
C -2.81942 5.67173 1.79560 -0.028 -0.015 0.009
C -1.62649 5.26079 1.26242 -0.060 -0.052 0.025
C -1.34884 3.88015 1.26398 0.122 0.237 -0.069
N 2.11573 1.59060 0.08498 0.175 -0.106 -0.173
C 4.11127 -2.14187 -0.35848 0.140 0.058 -0.186
C 5.34385 -2.51926 -0.85983 0.017 -0.041 0.012
H 6.89301 -3.98381 -0.68621 -0.005 -0.008 0.009
H 5.77994 -5.26867 1.09097 0.004 -0.004 -0.001
H 3.56342 -4.53083 1.98177 0.005 0.005 -0.004
H 6.20979 2.06268 -0.84883 -0.006 0.011 0.000
H 6.92255 4.45550 -0.94990 -0.005 0.007 0.004
H 5.30165 6.25877 -0.55167 0.001 -0.005 0.000
H 2.91777 5.73049 -0.02811 0.002 -0.013 -0.006
H 0.10257 -4.48506 3.62531 -0.001 0.022 -0.013
H -1.89916 -5.01858 5.01113 -0.006 0.005 0.001
H -3.76685 -3.42270 5.16528 0.007 -0.001 -0.005
H -3.70254 -1.25646 3.95054 0.012 0.000 0.005
H -4.16362 2.68622 2.80751 0.010 -0.002 -0.002
H -4.66843 5.10508 2.76546 0.011 0.009 -0.003
H -3.06942 6.72507 1.80596 -0.015 -0.006 0.009
H -0.91454 5.96651 0.85350 0.000 -0.020 0.000
H 5.82862 -1.94672 -1.63976 -0.005 -0.005 0.013
C -1.16127 1.93878 -2.35148 -0.004 0.096 -0.008
N 0.20605 1.71306 -1.87288 0.009 -0.290 0.081
C 1.12995 1.05283 -2.81489 -0.108 0.139 0.029
C 1.00802 -0.46738 -2.67645 0.466 -0.258 0.085
N 0.26752 -0.82049 -1.53932 -0.342 -0.182 0.092
C -0.34426 -2.04660 -1.81955 0.091 0.215 0.069
C -0.98785 -2.94983 -1.00100 -0.053 -0.077 0.044
C -1.55115 -4.08520 -1.58714 0.034 0.033 -0.042
C -1.47202 -4.29707 -2.95521 -0.008 0.006 0.011
C -0.83179 -3.37490 -3.78757 -0.010 -0.001 0.025
C -0.27759 -2.26268 -3.19796 0.042 -0.053 -0.177
N 0.36314 -1.14703 -3.76813 -0.144 0.157 -0.109
C -2.23554 1.13850 -1.68022 0.097 -0.013 -0.039
N -2.10252 0.21879 -0.77214 -0.097 -0.074 0.183
C -3.39996 -0.25814 -0.54137 0.209 -0.064 0.069
C -3.85521 -1.30069 0.26231 -0.019 0.008 0.043
C -5.21004 -1.56510 0.27640 -0.014 0.029 -0.034
C -6.11129 -0.81819 -0.49852 0.025 -0.019 0.017
C -5.67361 0.19941 -1.32294 0.016 -0.027 0.014
C -4.30618 0.44890 -1.32865 -0.070 0.143 -0.131
N -3.53233 1.33948 -2.05282 -0.030 -0.068 0.042
H -1.22125 1.74801 -3.42743 -0.006 -0.029 -0.020
H -1.40388 2.99451 -2.20270 -0.008 0.019 -0.008
H 0.59524 2.61721 -1.63881 0.010 0.008 0.080
H 2.13632 1.38021 -2.56844 0.031 -0.007 -0.014
H 0.93107 1.33090 -3.85349 -0.023 0.020 -0.012
H -1.05725 -2.79517 0.06721 0.014 0.024 -0.002
H -2.05383 -4.80942 -0.95933 0.005 0.002 -0.005
H -1.90924 -5.18743 -3.38753 -0.002 0.003 0.005
H -0.77431 -3.53171 -4.85761 -0.005 -0.006 0.014
H 0.89403 -1.26539 -4.61773 0.041 -0.088 0.027
H -3.17166 -1.89096 0.85334 0.017 0.008 0.019
H -5.58440 -2.36991 0.89581 -0.008 0.008 -0.008
H -7.16683 -1.05350 -0.45922 0.005 0.002 0.003
H -6.36087 0.76548 -1.93806 0.004 0.000 0.002
H -3.85919 2.02040 -2.71434 -0.004 0.004 -0.011
S 2.75741 -1.31201 -2.49908 -0.093 0.063 -0.011
```
Positions in Å, forces in eV/Å.

---

Entry 3:
C21H16N4O4 as an isolated structure at a distorted geometry. Source: the Open Molecules 2025 dataset; level of theory: ωB97M-V/def2-TZVPD.

Values from the calculation:
HOMO = -8.50 eV
orbital gap = 8.13 eV
LUMO = -0.4 eV

Geometry as XYZ:
```
45
Properties=species:S:1:pos:R:3:forces:R:3
C -1.32432 0.61141 3.82292 4.317 2.629 3.102
C -0.14676 0.20331 3.04486 1.957 2.575 5.512
N 1.11722 0.50651 3.37916 -2.563 6.756 9.072
N 2.00262 -0.03785 2.71428 5.351 2.479 0.907
C 1.34554 -0.57895 1.82006 1.786 -9.004 -9.208
C 0.02935 -0.65471 2.13565 -2.607 -5.067 -7.246
H -0.81902 -1.16887 1.68525 0.723 -0.194 -0.582
N 2.14885 -1.40078 0.73635 0.027 1.010 2.943
C 1.80654 -1.54111 -0.54156 -0.605 0.265 3.460
O 2.26500 -2.30698 -1.27887 4.020 -4.821 -3.959
C 0.72773 -0.89084 -1.05294 -6.104 12.717 -0.116
N 0.66977 0.54529 -0.72607 -1.612 -2.556 -0.868
O -0.66290 1.18851 -1.26374 3.634 -6.640 -1.203
C -1.18072 -0.07431 -2.05500 -4.929 11.036 1.979
C -0.43249 -1.03904 -1.85506 3.367 -11.404 0.158
H -0.66849 -2.22062 -2.09370 0.285 3.330 -0.012
C -2.53738 0.34365 -2.65058 6.056 -11.222 -0.388
C -2.95422 1.55180 -2.65182 -5.137 4.081 -4.217
C -4.06879 1.91583 -3.61252 2.332 -2.226 4.710
C -4.67719 0.78856 -4.12438 -4.003 10.738 -1.768
C -4.09878 -0.31021 -4.17667 4.241 -15.272 0.780
C -2.95035 -0.90897 -3.40032 -5.961 11.174 -1.148
H -2.60062 -1.83817 -3.54806 1.364 -2.868 -0.114
O -4.95024 -1.35462 -4.87319 0.693 6.155 -1.418
C -5.80455 -0.23708 -5.64208 -6.715 -5.834 5.436
O -5.85250 0.95820 -5.00548 4.412 0.239 1.283
H -7.07403 -0.62968 -4.99969 2.934 0.069 -2.951
H -5.88747 -0.38330 -6.67829 0.704 0.327 -1.329
H -4.47488 2.84467 -3.32390 -0.810 1.087 -0.900
H -2.48697 2.31330 -2.14185 0.980 1.414 1.112
H 3.02243 -1.95944 0.92414 -1.512 1.029 0.300
C 3.48807 0.22249 2.91977 -1.739 -3.711 -1.406
C 4.30425 -1.00977 2.88561 -0.663 1.228 1.560
C 5.62122 -0.66090 3.19987 -0.667 -7.916 -1.370
C 6.12712 0.56548 3.39875 10.076 -7.999 0.435
C 5.31951 1.45542 3.23816 -5.143 16.067 1.701
C 3.95083 1.52852 3.08754 2.040 -8.264 -1.440
H 3.10925 1.96876 3.31043 -3.428 4.775 1.035
H 5.65081 2.55773 3.55681 0.037 -2.045 -1.019
H 7.31709 0.54689 3.51513 -2.938 0.916 0.040
H 6.18711 -1.67508 3.16172 0.069 2.264 0.548
H 4.00253 -2.22339 2.95025 0.406 3.962 -0.511
H -1.81431 1.27302 3.23775 -2.388 1.922 -1.711
H -1.90990 -0.10258 4.29540 -0.968 -1.531 0.474
H -0.83596 1.31792 4.67595 -1.320 -1.669 -1.665
```
Positions in Å, forces in eV/Å.

---

Entry 4:
One molecule with the formula C8H16N2 at a distorted geometry. Source: the Open Molecules 2025 dataset; level of theory: ωB97M-V/def2-TZVPD.

Values from the calculation:
HOMO = -8.31 eV
SMILES = C=C=CCNCCCCN
orbital gap = 9.18 eV
LUMO = 0.9 eV

Geometry as XYZ:
```
26
Properties=species:S:1:pos:R:3:forces:R:3
C 3.01360 1.84083 -0.23611 -1.704 4.889 -4.879
C 2.89806 0.74836 0.33743 -3.560 -5.176 2.580
C 2.38162 -0.40088 0.74999 -0.535 0.042 2.347
C 1.93366 -1.52447 -0.14544 1.774 1.952 -3.134
N 0.64882 -1.09527 -0.78072 -1.358 -1.858 0.973
C -0.52380 -1.51316 0.11409 -1.186 -1.383 4.091
C -2.10562 -1.05928 -0.11616 -0.625 -0.607 -1.585
C -2.46883 0.37828 0.39896 -0.592 -0.071 1.189
C -1.97343 1.65902 -0.32409 2.067 -4.389 -1.314
N -0.62052 1.96030 0.02312 3.799 -0.726 -1.060
H 2.21431 2.52537 -0.95768 1.751 -2.194 2.864
H 3.94575 1.90769 -0.66816 2.559 1.328 -0.504
H 1.93641 -0.60444 1.82427 1.638 0.927 -1.850
H 1.97941 -2.43261 0.37156 -0.758 -1.512 1.041
H 2.65679 -1.76175 -1.06013 -1.196 1.002 1.822
H 0.65215 -1.76824 -1.54478 -0.806 0.443 -0.407
H -0.33761 -1.17147 1.27335 0.040 -0.338 -2.901
H -0.53035 -2.69076 0.31802 0.030 2.194 -0.941
H -3.00578 -1.59440 0.44048 2.763 -0.158 -0.707
H -2.31507 -1.35849 -1.22325 0.112 1.169 1.574
H -3.58492 0.54003 0.61751 1.271 -0.836 -0.597
H -2.01407 0.26754 1.43655 -0.487 0.845 -0.873
H -1.86916 1.30575 -1.40330 -0.935 1.153 0.913
H -2.62455 2.45166 -0.11948 -0.877 1.344 -0.139
H 0.21619 1.25702 -0.33174 -3.360 2.047 1.214
H -0.50306 2.13337 1.00570 0.176 -0.086 0.282
```
Positions in Å, forces in eV/Å.

---

Entry 5:
A 2-piece molecular cluster, C2H3F3 overall at a distorted geometry. Source: the Open Molecules 2025 dataset; level of theory: ωB97M-V/def2-TZVPD.

Values from the calculation:
HOMO = -11.01 eV
orbital gap = 11.79 eV
LUMO = 0.8 eV

Geometry as XYZ:
```
8
Properties=species:S:1:pos:R:3:forces:R:3
C -1.31983 -1.32788 0.28897 -0.837 -1.343 -2.969
C -1.52121 0.09856 -0.19339 3.570 0.362 -3.237
F 0.00558 -1.61910 0.28614 1.098 0.137 0.290
F -1.07304 1.08466 0.65470 -1.086 -1.141 -0.884
F -2.75857 0.31090 -0.64821 0.212 0.373 0.722
H -1.72912 -1.96272 -0.66188 0.224 1.274 2.666
H -1.68360 -1.61872 1.27488 -0.579 0.269 -0.199
H -0.54347 0.13335 -1.50512 -2.602 0.068 3.610
```
Positions in Å, forces in eV/Å.

---

Entry 6:
An isolated ion of composition C4H9N2 and charge +1 at a distorted geometry. Source: the Open Molecules 2025 dataset; level of theory: ωB97M-V/def2-TZVPD.

Values from the calculation:
HOMO = -14.46 eV
SMILES = C[C@H]1N[C@@]12C[NH2+]2
total charge = +1
orbital gap = 11.02 eV
LUMO = -3.4 eV

Geometry as XYZ:
```
15
Properties=species:S:1:pos:R:3:forces:R:3
C 2.08599 0.22713 0.12773 0.740 1.145 -1.695
C 0.73948 0.27704 0.74083 -1.378 -2.159 -0.669
N -0.10695 1.39124 0.46236 -0.313 -0.234 -1.073
C -0.53733 0.20569 -0.08417 -0.482 0.846 -0.382
C -1.30263 -0.36766 -1.22344 0.967 1.213 2.549
N -1.88863 -0.64952 0.13393 1.764 -2.375 2.938
H 1.97102 0.47989 -0.94720 0.172 0.031 0.557
H 2.86858 -0.53642 0.15595 -1.078 -0.743 0.609
H 2.57230 1.05966 0.58665 0.647 0.895 0.109
H 0.53227 -0.28575 1.61461 0.338 -0.118 1.410
H -0.46382 2.18762 0.97462 -0.178 -0.437 0.071
H -1.92391 0.31567 -1.72398 -0.795 0.666 -0.754
H -0.93236 -1.15368 -1.78001 0.688 -1.664 -0.922
H -2.74133 -0.20148 0.30859 -1.336 1.177 0.227
H -1.82671 -1.48850 0.87046 0.242 1.756 -2.976
```
Positions in Å, forces in eV/Å.